147
Properties=species:S:1:pos:R:3:forces:R:3 method="wB97M-V/def2-TZVPD" total_charge=0 e_above_lowest_ev=1.1195 e_tot_ha=-2806.82273 e_lumo_ev=0.42
O -3.1889 -2.0997 -1.3930 -1.12 -0.01 -2.04
O 0.1376 3.7020 0.8581 0.40 -0.57 0.11
O -2.4192 3.1539 3.7986 0.56 0.07 -0.06
O 1.0371 0.9600 -3.8733 -0.25 0.13 1.55
O -0.5200 -3.5646 2.5749 1.32 -0.34 0.33
O 0.0508 6.0194 -4.6888 0.35 0.33 -0.32
O 1.5587 1.9183 -0.5377 0.02 0.22 -0.19
O 5.5245 0.9052 -0.4459 1.09 0.91 -1.05
O -0.9374 3.4739 -4.1757 0.09 0.48 -0.14
O -2.0329 -3.1689 4.7210 -0.72 -0.64 -0.24
O 4.1021 -2.7805 -3.1697 -0.79 -0.20 -0.01
O 0.6825 -4.3305 -0.0991 0.66 -0.66 1.37
O 1.8400 3.7759 3.2410 0.12 0.02 -0.40
O 3.2860 -1.8189 2.5490 -0.15 -0.24 -0.20
O 5.6405 -1.0629 1.4758 -0.10 0.09 0.74
O -4.2893 0.5174 1.1475 -1.76 0.18 -0.47
O 4.7725 -1.0945 4.8215 -0.26 0.11 0.10
N -5.3566 -1.4112 4.0903 0.75 1.58 0.01
N 0.6438 1.7972 5.4299 -2.50 -1.64 0.37
N -5.3967 -2.3750 -3.6553 1.72 -1.60 -2.04
N 1.7189 -0.0432 -7.3831 0.75 -0.99 0.00
N 1.1185 -1.4349 0.9430 -0.56 0.08 0.65
N 0.5773 -3.6393 -3.0518 0.41 -0.58 -1.09
C 0.0248 -3.9038 3.8571 0.72 0.31 0.77
C 4.7949 -1.9594 -2.3040 0.21 2.38 0.36
C 1.9333 -3.2345 -5.0800 -0.02 1.93 0.59
C 0.7748 5.1725 -3.8074 0.43 0.04 0.50
C 0.7423 -0.0379 0.6385 -0.21 0.00 -1.12
C -3.8618 -0.5235 -3.8605 -0.83 -1.37 0.48
C 0.7403 0.5272 -5.1589 0.24 -0.41 -0.46
C -3.1080 1.1556 0.9759 1.68 2.35 -0.62
C 2.7237 1.7486 -6.1662 0.29 -0.60 1.06
C -5.3274 1.0950 3.7099 -0.41 -1.74 0.76
C -2.6645 4.2596 2.9426 -0.25 -0.62 -0.23
C -0.8671 1.8221 5.0963 1.78 1.27 0.23
C 1.9997 0.7454 0.1599 0.03 -0.67 -1.21
C 0.1153 0.5984 1.8740 1.13 -0.86 1.01
C 2.8229 -0.8420 3.4733 -0.80 -0.55 -0.15
C 2.7661 -2.8638 -2.7028 1.31 -1.60 0.80
C -3.1241 -2.7496 -2.6841 0.47 0.46 -0.73
C -3.9618 -2.0644 -3.8127 0.13 0.68 1.17
C 2.5367 2.6766 -1.2498 0.90 -1.48 -0.29
C -5.4629 -0.2841 3.0865 -0.37 -1.21 -0.36
C 3.3409 -1.1632 4.8520 0.22 0.33 -0.61
C 2.0006 0.3647 -6.0199 0.60 2.00 -0.42
C -4.2555 -0.4425 2.1420 -0.79 -1.02 0.54
C 1.9569 -3.7400 -3.6563 -1.16 1.63 1.18
C -0.2714 4.2342 -3.1810 1.18 -0.05 0.43
C -0.0424 0.5824 -2.9748 -0.02 0.33 -2.01
C -2.4296 -2.7181 -0.4434 2.19 -1.20 1.19
C -1.6662 1.7632 6.4307 0.92 -0.30 -1.46
C -1.0766 3.1131 4.2583 -0.29 -0.70 -0.12
C -0.6543 -3.0701 4.9253 0.37 1.05 0.35
H -3.4543 -3.7920 -2.7095 -0.36 -0.21 0.81
H -3.3587 -0.4447 2.7625 0.27 0.61 0.18
H 3.0931 0.1494 3.1400 0.50 0.53 0.06
H -4.2073 -1.4167 1.6856 -0.40 -0.74 -0.31
H -0.0732 4.4286 0.2697 0.07 -0.05 -0.25
H 0.6991 6.4988 -5.2249 -0.37 -0.09 0.09
H -3.5558 -2.4908 -4.7825 -0.65 0.28 0.99
H 2.8624 -2.7867 -5.4222 0.49 -0.47 0.19
H -0.9555 4.8569 -2.5673 0.03 -0.32 -0.41
H -0.3910 3.1940 3.3961 -0.29 -0.67 0.23
H -5.6621 -1.1551 5.0167 0.05 0.57 0.12
H 0.2573 3.5223 -2.4925 -0.59 0.48 -0.64
H 6.4774 1.0002 -0.6696 -1.04 -0.03 0.05
H 2.7540 3.6490 2.9475 -0.37 0.13 -0.05
H -0.5873 -0.0626 2.4061 -0.08 0.08 -0.53
H 5.8720 -0.9329 2.4204 -0.18 -0.17 -0.71
H -1.8495 4.4298 2.1889 -0.80 -0.53 0.40
H 3.5084 2.7888 -0.7873 0.05 -0.14 0.78
H 2.7566 2.2804 -2.2268 -0.07 -1.04 -0.41
H 2.3831 -1.8393 -2.5512 -0.35 -0.40 -0.14
H -0.9909 1.0086 -3.3298 0.16 0.09 -0.04
H 4.4888 -0.8524 -2.3968 0.36 -1.35 -0.09
H 0.9446 0.4446 -7.7432 -1.02 0.64 -0.56
H 0.0249 -4.9789 4.0429 -0.61 -0.10 -0.05
H 1.5610 4.6409 -4.3608 -0.36 -0.39 -0.01
H -5.3912 -3.3713 -3.4842 -1.02 0.10 0.33
H 1.3019 3.9427 2.4343 0.42 -0.19 0.26
H 0.6083 2.9781 0.3411 -0.41 0.88 0.18
H 1.6447 -1.0202 -7.6381 -0.03 0.04 0.61
H 2.8717 -3.4228 -1.6768 -0.72 1.06 -1.36
H -1.6797 0.7114 6.7670 -0.10 0.62 0.15
H -0.3805 -3.3132 5.9703 0.07 -0.37 -0.51
H 1.2722 -2.0501 0.1548 -0.13 0.38 -0.60
H 1.6407 -3.9872 -5.7537 -0.47 -0.95 -0.94
H -4.3801 -0.3246 -4.8005 0.03 0.77 0.23
H -5.9506 -1.8392 -3.0400 -0.10 0.51 0.98
H 0.2148 -4.5740 0.7331 -0.04 0.50 -0.66
H -1.1278 2.4058 7.1164 -0.13 0.00 0.50
H 2.1709 3.6115 -1.5242 -1.07 1.83 0.33
H -0.0392 1.1848 -5.5824 0.30 -0.12 -0.34
H 1.0821 -3.6313 3.9953 -0.06 0.09 -0.97
H -2.8468 -3.6697 -0.0246 -0.16 0.63 -0.26
H -1.1330 0.9716 4.4642 0.22 -0.06 0.04
H 2.0683 2.5254 -6.5104 -0.77 0.23 -0.44
H 1.6052 -4.5228 0.1718 -0.54 0.16 -0.51
H -0.9716 4.0182 -4.9848 -0.09 -0.16 0.54
H 1.7173 -0.8308 3.4654 0.37 -0.28 0.33
H 0.8091 2.4227 6.1905 0.00 0.41 0.53
H -0.3444 1.5506 1.7085 -0.27 0.43 -0.25
H -0.7966 3.9904 4.8316 -0.28 0.41 0.64
H -2.2021 -2.0244 0.3934 -0.49 -0.24 -0.39
H 3.5704 1.7325 -6.8626 -0.12 -0.32 0.33
H 1.1633 2.1462 4.6708 0.65 0.56 -1.26
H 2.8754 -0.5271 5.5969 0.15 0.55 0.05
H 3.0204 -2.1548 5.1039 -0.01 -0.90 0.08
H 2.6134 -1.8513 1.8153 -0.10 0.32 0.58
H -2.0726 -2.8528 -3.0054 0.00 0.55 0.21
H 0.9368 0.7210 2.6047 -0.45 0.35 -0.27
H 1.3558 5.7726 -3.0595 -0.78 -0.38 -0.11
H -2.8233 -0.2100 -3.9017 -0.09 0.34 0.20
H 4.7244 -1.4206 1.5567 0.53 0.17 0.28
H -3.1363 2.0631 0.2878 -0.59 -1.12 0.80
H -2.7283 1.4941 1.9369 0.22 0.31 0.20
H -2.3587 0.5245 0.5489 0.72 -0.78 -0.47
H -6.4280 -0.3683 2.5113 0.88 0.07 0.41
H 2.6172 0.0687 -0.5099 -0.63 0.82 0.48
H -4.2795 1.1690 3.9367 0.38 0.66 0.65
H -5.9822 1.1500 4.5808 0.23 0.28 0.16
H 2.6851 -0.3276 -5.5122 -0.22 0.03 -0.26
H 5.8381 -2.0425 -2.5439 0.55 0.06 0.03
H -4.4520 -0.1666 -2.9601 1.02 0.11 -1.13
H -1.4133 -3.0150 -0.8282 -0.69 0.28 0.06
H -3.6587 4.0170 2.5092 0.76 0.55 -0.15
H 5.5658 0.4095 0.3677 -0.11 -0.86 0.87
H 1.2511 -2.3792 -5.1497 -0.30 -0.31 0.03
H 5.0822 -0.7080 5.6416 0.05 0.00 0.11
H 0.3568 -0.4743 -5.0820 -0.75 -0.68 -0.12
H 0.5379 -4.0243 -2.1126 0.23 -0.04 -0.03
H -0.0365 -4.2204 -3.6149 -0.17 0.08 0.05
H -0.3129 -2.0177 4.7864 -0.20 -0.44 -0.07
H 0.3048 -1.8513 1.4053 0.44 -0.12 0.06
H 4.6399 -2.1703 -1.2362 0.04 -0.42 -0.10
H -2.7227 5.1549 3.5418 -0.20 0.57 0.22
H -2.5079 -2.3856 4.9863 -0.20 0.38 0.11
H -0.1480 -0.4947 -3.0105 0.05 -0.47 0.36
H 0.1429 0.9706 -2.0098 0.47 0.23 0.84
H -5.6083 1.8343 3.0136 -0.22 0.93 -0.80
H -5.9268 -2.1897 3.8856 -0.60 -0.91 -0.83
H 3.0271 2.0980 -5.1723 0.29 -0.11 -0.12
H -1.4577 -3.4927 2.7345 -0.82 0.08 0.12
H 2.3553 -4.7349 -3.6899 0.31 -0.71 0.43
H -0.0093 -0.0470 -0.2028 0.73 0.24 0.63
H -2.6603 2.1574 6.2681 -0.31 -0.10 0.08
H 2.6494 1.1105 0.9461 0.14 -0.37 0.60